A | ORCA calculation (ωB97M-V/def2-TZVPD) on a cluster of 10 separate species, C20H60O10 in total.

The geometry in XYZ format:
```
90
Properties=species:S:1:pos:R:3:mulliken_charge:R:1
C -3.975 -0.248 -0.993 -0.25
C -5.180 0.301 -1.608 -0.54
O -6.192 -0.571 -1.246 -0.50
H -3.972 -0.079 0.083 0.13
H -3.039 0.241 -1.263 -0.08
H -3.793 -1.267 -1.334 0.41
H -5.117 0.645 -2.640 0.35
H -5.440 1.247 -1.133 0.18
H -6.154 -1.252 -1.922 0.32
C -3.354 3.666 0.888 -0.81
C -2.136 4.031 1.655 -0.22
O -1.134 4.355 0.722 -0.44
H -3.686 4.309 0.073 0.35
H -4.223 3.616 1.544 0.40
H -3.364 2.645 0.506 0.03
H -1.811 3.256 2.349 0.11
H -2.231 4.872 2.341 0.35
H -1.339 5.175 0.268 0.26
C 0.871 -0.965 -4.954 -1.28
C 0.905 -1.082 -3.427 0.07
O -0.355 -0.709 -2.904 -0.50
H 1.730 -1.591 -5.195 0.31
H 1.153 0.010 -5.351 0.29
H 0.048 -1.448 -5.480 0.33
H 1.597 -0.350 -3.009 0.20
H 1.037 -2.071 -2.988 0.38
H -0.157 -0.188 -2.123 0.04
C 4.836 -0.142 -0.173 -0.88
C 5.056 -0.187 -1.620 0.05
O 5.481 -1.427 -1.994 -0.48
H 4.485 -1.113 0.177 0.26
H 4.155 0.675 0.067 0.08
H 5.751 0.093 0.370 0.41
H 5.745 0.602 -1.924 0.41
H 4.114 0.009 -2.131 -0.06
H 6.329 -1.339 -2.436 0.25
C -4.084 -3.694 3.121 -0.88
C -2.930 -4.480 2.528 -0.19
O -1.900 -3.569 2.147 -0.44
H -4.840 -4.340 3.568 0.38
H -4.661 -3.111 2.404 0.27
H -3.860 -2.948 3.884 0.04
H -3.257 -5.038 1.651 0.24
H -2.360 -5.079 3.239 0.31
H -1.096 -4.081 2.033 0.26
C -2.663 -1.276 5.550 -1.34
C -1.879 -0.690 4.311 0.02
O -2.509 -0.846 3.029 -0.31
H -3.673 -0.866 5.557 0.30
H -2.206 -1.005 6.502 0.40
H -2.770 -2.361 5.554 0.33
H -0.871 -1.096 4.222 0.28
H -1.779 0.370 4.543 0.25
H -2.093 -1.620 2.643 0.04
C 4.306 -3.554 -4.189 -1.11
C 3.505 -3.742 -2.889 0.55
O 4.409 -3.957 -1.789 -0.63
H 3.815 -3.880 -5.106 0.36
H 5.216 -4.146 -4.087 0.39
H 4.580 -2.500 -4.245 0.16
H 2.885 -4.637 -2.936 0.37
H 2.792 -3.048 -2.445 -0.41
H 4.785 -3.096 -1.588 0.37
C -0.429 2.865 -3.579 -1.13
C -0.603 2.993 -2.042 0.70
O 0.707 2.877 -1.471 -0.55
H 0.126 3.633 -4.117 0.38
H -1.375 2.824 -4.120 0.35
H 0.106 1.936 -3.774 0.04
H -1.229 2.216 -1.603 -0.23
H -0.960 3.973 -1.725 0.19
H 0.567 2.824 -0.522 0.20
C 1.973 2.872 2.830 -0.37
C 2.423 4.292 3.251 -0.41
O 3.832 4.358 3.487 -0.53
H 0.929 2.828 2.519 0.04
H 2.175 2.207 3.670 0.34
H 2.560 2.483 1.998 0.02
H 1.781 4.544 4.096 0.33
H 2.203 4.963 2.420 0.28
H 4.286 4.022 2.710 0.29
C 1.674 -0.893 0.240 -0.66
C 0.454 -0.465 1.016 0.23
O -0.231 0.471 0.183 0.09
H 2.184 -0.033 -0.194 -0.04
H 1.336 -1.552 -0.559 0.02
H 2.319 -1.399 0.959 0.49
H 0.771 0.044 1.926 0.27
H -0.178 -1.287 1.351 -0.17
H -0.905 0.977 0.641 -0.08
```

LUMO energy = 0.5 eV
net charge = 0
SMILES = CCO.CCO.CCO.CCO.CCO.CCO.CCO.CCO.CCO.CCO



B | ORCA calculation (ωB97M-V/def2-TZVPD) on a cluster of 10 separate species, C20H60O10 in total.

The geometry in XYZ format:
```
90
Properties=species:S:1:pos:R:3:mulliken_charge:R:1
C 1.452 -22.839 -9.353 -1.31
C 1.995 -21.732 -8.492 0.57
C 0.925 -20.651 -8.391 -1.24
O 2.313 -22.127 -7.168 -0.52
H 1.246 -22.436 -10.345 0.36
H 0.564 -23.341 -8.967 0.35
H 2.196 -23.634 -9.306 0.37
H 2.836 -21.263 -9.003 0.14
H 1.368 -19.933 -7.701 0.31
H -0.090 -20.962 -8.143 0.29
H 0.811 -20.152 -9.354 0.37
H 2.747 -22.982 -7.216 0.31
C -0.070 -23.466 -0.305 -1.22
C -1.125 -23.056 -1.298 0.63
C -0.946 -23.589 -2.752 -1.22
O -2.378 -23.492 -0.768 -0.57
H -0.466 -23.276 0.692 0.32
H 0.938 -23.050 -0.319 0.33
H 0.067 -24.540 -0.430 0.29
H -1.314 -21.982 -1.286 0.20
H 0.092 -23.472 -3.062 0.33
H -1.584 -23.063 -3.462 0.24
H -1.145 -24.661 -2.786 0.34
H -2.587 -22.874 -0.063 0.30
C -8.540 -16.227 2.470 -1.27
C -8.137 -15.245 1.317 0.61
C -7.194 -15.916 0.299 -1.34
O -9.303 -14.861 0.645 -0.56
H -7.725 -16.411 3.169 0.34
H -8.849 -17.183 2.046 0.31
H -9.334 -15.900 3.141 0.35
H -7.743 -14.292 1.670 0.20
H -6.169 -16.048 0.646 0.30
H -7.124 -15.471 -0.693 0.39
H -7.492 -16.865 -0.147 0.35
H -9.002 -14.317 -0.087 0.32
C -4.341 -18.178 -11.661 -1.08
C -4.931 -18.194 -13.078 0.45
C -5.827 -16.930 -13.378 -1.33
O -3.876 -18.136 -13.946 -0.55
H -5.123 -18.411 -10.938 0.35
H -3.862 -17.259 -11.322 0.28
H -3.624 -18.989 -11.535 0.28
H -5.523 -19.077 -13.320 0.26
H -6.058 -16.882 -14.443 0.32
H -5.339 -15.995 -13.101 0.32
H -6.775 -16.901 -12.841 0.37
H -3.548 -19.038 -13.967 0.33
C -3.750 -19.911 -5.474 -1.16
C -4.676 -19.143 -4.507 0.40
C -5.055 -19.941 -3.205 -1.01
O -4.042 -17.931 -4.165 -0.47
H -3.975 -20.973 -5.575 0.35
H -2.758 -19.896 -5.024 0.29
H -3.726 -19.517 -6.490 0.27
H -5.586 -18.852 -5.032 0.28
H -5.577 -19.279 -2.514 0.28
H -4.131 -20.195 -2.686 0.16
H -5.629 -20.838 -3.436 0.35
H -3.308 -18.150 -3.587 0.26
C -4.666 -14.917 -7.704 -0.58
O -4.655 -14.450 -6.371 -0.52
H -5.661 -15.335 -7.852 0.27
H -4.548 -14.201 -8.518 0.28
H -3.920 -15.693 -7.874 0.22
H -4.445 -15.240 -5.867 0.32
C -3.608 -23.621 -9.753 -0.49
O -4.847 -23.394 -9.045 -0.49
H -3.809 -24.428 -10.458 0.29
H -3.382 -22.787 -10.417 0.19
H -2.816 -24.051 -9.140 0.21
H -4.785 -23.973 -8.281 0.30
C -0.770 -15.895 -2.193 -0.63
O -1.117 -17.195 -1.710 -0.45
H -1.672 -15.306 -2.360 0.22
H -0.162 -15.330 -1.487 0.32
H -0.291 -16.016 -3.165 0.27
H -0.249 -17.538 -1.484 0.29
C -9.004 -24.367 -4.350 -0.44
O -8.610 -25.687 -3.904 -0.51
H -9.428 -23.840 -3.495 0.24
H -8.197 -23.737 -4.723 0.20
H -9.690 -24.523 -5.183 0.21
H -7.735 -25.658 -3.510 0.30
C -3.796 -19.230 1.736 -0.41
O -3.887 -20.547 2.176 -0.50
H -2.831 -18.781 1.972 0.28
H -3.929 -19.238 0.655 0.12
H -4.482 -18.557 2.251 0.23
H -3.787 -20.520 3.130 0.28
```

LUMO energy = 0.2 eV
net charge = 0
SMILES = CC(C)O.CC(C)O.CC(C)O.CC(C)O.CC(C)O.CO.CO.CO.CO.CO



C | ORCA calculation (ωB97M-V/def2-TZVPD) on a cluster of 10 separate species, C20H60O10 in total.

The geometry in XYZ format:
```
90
Properties=species:S:1:pos:R:3:mulliken_charge:R:1
C -3.894 1.050 -1.537 -0.79
C -4.011 -0.489 -1.186 0.53
C -4.225 -1.387 -2.391 -1.33
O -2.791 -0.899 -0.546 -0.54
H -4.621 1.513 -2.205 0.43
H -2.912 1.088 -2.008 -0.03
H -3.873 1.620 -0.609 0.32
H -4.874 -0.698 -0.554 0.31
H -3.778 -0.986 -3.300 0.13
H -5.300 -1.354 -2.572 0.44
H -3.931 -2.412 -2.166 0.35
H -2.854 -0.657 0.381 0.21
C 1.193 -2.794 4.383 -1.22
C 1.569 -2.720 5.925 0.58
C 3.058 -2.690 6.212 -1.23
O 1.095 -1.459 6.415 -0.52
H 1.846 -2.136 3.810 0.31
H 0.133 -2.571 4.267 0.42
H 1.370 -3.780 3.953 0.16
H 1.037 -3.565 6.361 0.23
H 3.585 -3.439 5.622 0.30
H 3.045 -2.964 7.267 0.32
H 3.462 -1.682 6.120 0.34
H 0.226 -1.419 6.009 0.29
C -1.548 -0.927 -5.294 -1.27
C -0.054 -1.308 -5.254 0.60
C 0.808 -0.805 -6.400 -1.26
O 0.470 -0.824 -4.023 -0.44
H -1.672 0.138 -5.491 0.28
H -1.943 -1.047 -4.285 0.19
H -2.159 -1.456 -6.026 0.42
H -0.036 -2.395 -5.181 0.29
H 1.821 -0.943 -6.025 0.34
H 0.641 0.269 -6.485 0.28
H 0.664 -1.472 -7.250 0.37
H -0.233 -0.326 -3.600 0.16
C -1.309 4.839 -2.006 -1.27
C -1.837 4.486 -3.372 0.80
C -3.022 5.338 -3.705 -1.48
O -0.775 4.738 -4.313 -0.57
H -2.071 4.657 -1.248 0.32
H -1.008 5.886 -1.974 0.42
H -0.313 4.456 -1.785 0.32
H -2.085 3.426 -3.412 -0.03
H -3.362 5.124 -4.718 0.39
H -2.850 6.402 -3.548 0.38
H -3.836 5.054 -3.037 0.38
H -0.720 5.688 -4.437 0.35
C 5.186 -3.691 1.052 -1.27
C 3.667 -3.992 0.923 0.65
C 3.252 -4.970 1.969 -1.28
O 3.022 -2.745 0.993 -0.35
H 5.432 -3.082 0.182 0.33
H 5.802 -4.576 1.212 0.40
H 5.323 -3.011 1.893 0.32
H 3.455 -4.336 -0.090 0.16
H 3.806 -5.892 1.794 0.43
H 2.175 -5.109 1.878 0.36
H 3.295 -4.682 3.020 0.08
H 3.569 -2.097 0.543 0.23
C -0.200 1.801 0.853 -1.23
C 0.541 0.902 -0.216 0.62
C 0.946 -0.387 0.587 -1.22
O -0.416 0.638 -1.258 -0.33
H -0.700 2.643 0.373 0.30
H 0.467 2.289 1.564 0.49
H -0.978 1.240 1.371 0.17
H 1.402 1.507 -0.503 0.33
H 0.124 -1.088 0.726 0.31
H 1.205 -0.193 1.628 0.45
H 1.710 -0.899 0.003 0.13
H -1.001 -0.047 -0.928 0.20
C -0.533 3.308 4.630 -1.08
C -1.926 3.085 4.056 -0.25
O -2.275 1.706 3.957 -0.55
H 0.300 3.309 3.926 0.24
H -0.216 2.664 5.449 0.29
H -0.413 4.318 5.023 0.35
H -2.058 3.578 3.093 0.26
H -2.692 3.551 4.677 0.42
H -3.171 1.666 3.614 0.30
O -2.849 -0.535 2.221 -0.57
H -2.402 -1.180 2.770 0.23
H -3.335 0.011 2.839 0.21
O 4.303 -0.814 -0.626 -0.72
H 5.172 -0.578 -0.950 0.29
H 3.913 -1.326 -1.335 0.31
O 3.160 1.295 -2.617 -0.65
H 3.274 0.692 -1.882 0.29
H 2.537 0.853 -3.194 0.35
```

LUMO energy = 0.1 eV
net charge = 0
SMILES = CC(C)O.CC(C)O.CC(C)O.CC(C)O.CC(C)O.CC(C)O.CCO.O.O.O



D | ORCA calculation (ωB97M-V/def2-TZVPD) on a structure of composition C20H60O10.

The geometry in XYZ format:
```
90
Properties=species:S:1:pos:R:3:mulliken_charge:R:1
C 4.077 -0.789 1.939 -1.01
C 3.643 0.397 1.088 -0.75
O 3.711 0.190 -0.294 -0.66
H 3.936 -0.367 2.934 0.36
H 5.163 -0.778 1.841 0.51
H 3.503 -1.681 1.691 -0.11
H 4.310 1.239 1.271 0.73
H 2.586 0.637 1.204 -0.28
H 4.636 0.342 -0.501 0.41
C 0.754 -2.684 3.002 -1.23
C -0.278 -1.738 2.368 -0.09
O -0.429 -2.205 1.067 -0.26
H 0.812 -2.364 4.042 0.46
H 1.708 -2.535 2.497 0.15
H 0.434 -3.725 2.950 0.34
H 0.266 -0.797 2.291 0.27
H -1.261 -1.518 2.784 0.55
H -1.113 -2.873 1.145 0.52
C 0.792 3.871 -1.069 -0.15
C 0.343 5.103 -1.810 -0.75
O 0.960 6.294 -1.227 -0.56
H 0.805 4.038 0.008 0.32
H 1.787 3.591 -1.413 0.30
H 0.055 3.137 -1.395 0.21
H -0.721 5.152 -2.039 0.30
H 0.752 5.093 -2.820 0.32
H 1.445 6.710 -1.944 0.33
C 2.064 -1.485 -0.558 0.87
C 1.794 -2.956 -0.257 -1.07
O 1.575 -3.585 -1.421 -0.57
H 2.506 -0.991 0.307 0.40
H 1.153 -0.969 -0.861 -1.57
H 2.953 -1.443 -1.188 0.90
H 0.948 -3.118 0.411 0.37
H 2.665 -3.339 0.274 0.56
H 1.536 -4.490 -1.101 0.42
C 0.346 1.212 -0.240 -1.28
C -0.758 0.168 -0.521 -1.79
O -1.277 -0.335 0.684 0.67
H 1.035 0.925 0.555 -2.07
H -0.132 2.124 0.117 1.16
H 0.832 1.534 -1.161 0.64
H -0.367 -0.621 -1.164 1.41
H -1.518 0.770 -1.019 0.01
H -0.839 -1.179 0.817 -0.15
C -3.947 0.072 -3.435 -0.97
C -4.122 0.712 -1.975 0.76
O -4.794 -0.068 -1.073 -0.78
H -3.547 -0.942 -3.428 0.09
H -3.137 0.650 -3.879 0.34
H -4.869 0.136 -4.013 0.34
H -4.591 1.696 -1.972 0.52
H -3.159 0.831 -1.480 -0.46
H -4.608 0.296 -0.205 0.53
C -3.594 -1.195 1.578 -0.91
C -4.258 0.236 1.560 -0.87
O -3.518 0.941 0.539 -0.77
H -3.625 -1.706 0.615 0.35
H -3.994 -1.908 2.299 0.54
H -2.557 -1.120 1.904 0.07
H -4.084 0.722 2.519 0.46
H -5.317 0.135 1.322 0.43
H -2.577 0.791 0.650 0.10
C -2.600 -2.353 -1.141 -0.24
C -2.528 -3.296 -2.330 -1.11
O -3.805 -3.937 -2.301 -0.59
H -1.771 -1.659 -0.997 0.51
H -2.783 -2.882 -0.206 0.33
H -3.475 -1.713 -1.250 0.28
H -1.838 -4.139 -2.310 0.42
H -2.346 -2.664 -3.199 0.28
H -3.796 -4.594 -3.001 0.34
C 1.221 1.600 2.334 -0.17
C 2.353 1.188 3.294 0.70
O 1.577 0.722 4.404 -0.61
H 1.562 2.284 1.556 0.29
H 0.339 2.126 2.698 0.56
H 0.719 0.757 1.859 -0.49
H 2.859 2.119 3.549 0.43
H 3.049 0.420 2.957 -0.93
H 1.041 1.444 4.739 0.39
C 2.391 0.421 -2.161 -0.58
C 2.659 1.899 -1.798 -1.00
O 2.512 1.984 -0.409 -0.49
H 2.990 -0.261 -1.557 -0.30
H 2.651 0.119 -3.176 0.35
H 1.356 0.136 -1.971 0.83
H 2.092 2.655 -2.342 0.39
H 3.699 2.162 -1.993 0.38
H 2.980 1.223 -0.056 1.16
```

LUMO energy = 0.1 eV
net charge = 0



So which one is most stable? That would be C, about 0.0939 hartree below the next structure.